{
  "formula": "C4Cl4N2",
  "method": "ωB97M-V with the def2-TZVPD basis set",
  "symbols": ["Cl", "Cl", "Cl", "Cl", "N", "N", "C", "C", "C", "C"],
  "coordinates": [[-0.87041, -0.09470, 2.61120], [-2.37227, 0.93079, -0.69279], [-0.04828, 2.63602, -0.53985], [0.92939, -0.93406, 2.77455], [-0.84358, -2.36437, -0.55001], [2.68360, 0.07299, -0.73393], [-0.51100, -1.28685, -0.72282], [0.15451, -0.01824, -0.67740], [-0.65726, 1.07081, -0.70218], [1.53532, -0.01239, -0.76678]],
  "nbo_charge": [-0.0072, 0.1201, 0.1370, 0.0161, -0.2421, -0.2259, 0.2584, -0.3343, 0.0221, 0.2558],
  "homo_lumo_gap_ev": 9.22,
  "smiles": "N#CC(C#N)=C(Cl)Cl.ClCl",
  "homo_ev": -10.475,
  "energy_ha": -2102.61989
}